1.
104
Properties=species:S:1:pos:R:3:forces:R:3 method="wB97M-V/def2-TZVPD" homo_lumo_gap_ha=0.346 e_above_lowest_ev=1.352 charge=+1 fmax_ev_per_a=0.58 e_lumo_ev=-1.98
Al -0.548 -0.162 -1.108 -0.350 -0.135 -0.281
C 0.019 -3.950 -0.451 -0.013 0.020 0.031
C 1.284 -3.615 -1.231 0.200 0.003 -0.104
C 2.321 -4.724 -1.032 -0.016 0.032 -0.047
C 1.845 -2.280 -0.793 -0.124 -0.136 0.018
C 3.133 -2.106 -0.307 -0.033 -0.019 -0.013
C 3.180 -0.864 0.295 -0.092 0.040 0.197
C 4.449 -0.358 0.952 -0.029 -0.009 0.009
C 5.003 -1.431 1.899 0.019 0.005 -0.020
C 4.432 0.984 1.666 -0.069 -0.025 0.040
N 1.958 -0.298 0.145 0.039 -0.050 -0.039
N 1.148 -1.151 -0.582 0.162 0.503 0.006
B 1.123 0.643 1.080 0.008 0.025 -0.169
N 0.531 1.895 0.325 -0.044 0.110 0.139
N -0.738 1.680 -0.144 0.458 -0.311 -0.022
C -1.389 2.832 -0.133 -0.164 0.018 -0.142
C -0.502 3.852 0.229 -0.062 -0.083 0.150
C 0.693 3.233 0.526 0.021 -0.030 -0.027
C 1.965 3.952 0.878 0.020 -0.019 -0.037
C 3.071 3.596 -0.126 -0.064 0.051 -0.053
C 2.368 3.848 2.352 -0.020 0.008 -0.058
C -2.888 2.900 -0.233 0.014 0.098 -0.078
C -3.481 2.498 1.124 0.025 0.051 0.009
C -3.373 4.283 -0.654 -0.011 -0.024 0.000
N -0.126 -0.222 1.589 -0.058 -0.097 0.035
N -1.101 -0.677 0.716 0.222 -0.144 0.005
C -2.104 -1.175 1.434 -0.151 0.052 -0.115
C -1.779 -1.092 2.784 0.035 0.002 0.033
C -0.536 -0.486 2.848 0.075 0.085 -0.042
C 0.205 -0.184 4.121 -0.030 -0.001 0.040
C 0.296 1.317 4.411 -0.007 -0.061 0.013
C 1.556 -0.897 4.204 -0.050 -0.005 0.006
C -3.425 -1.580 0.825 -0.001 -0.022 -0.024
C -3.324 -2.606 -0.302 0.048 0.006 0.008
C -4.390 -2.076 1.899 -0.005 0.012 -0.023
H -0.362 -4.925 -0.757 -0.016 -0.020 0.003
H 0.235 -3.990 0.619 0.001 0.001 0.012
H -0.759 -3.213 -0.611 -0.015 0.033 0.021
H 1.063 -3.605 -2.298 -0.040 -0.058 0.070
H 2.662 -4.758 0.003 -0.022 -0.044 0.022
H 1.870 -5.687 -1.271 -0.007 -0.011 -0.012
H 3.187 -4.595 -1.680 0.023 0.037 -0.003
H 3.930 -2.823 -0.338 0.018 -0.003 -0.030
H 5.153 -0.269 0.118 -0.012 0.012 -0.017
H 4.291 -1.639 2.700 -0.014 0.004 0.025
H 5.222 -2.367 1.389 -0.003 -0.001 0.009
H 5.927 -1.073 2.352 0.017 -0.003 0.009
H 3.934 0.918 2.633 -0.057 -0.011 0.058
H 5.460 1.295 1.852 0.013 -0.017 0.013
H 3.953 1.758 1.081 0.057 -0.070 0.130
H 1.772 0.994 1.994 0.079 -0.013 0.076
H -0.704 4.906 0.305 -0.008 0.022 -0.001
H 1.718 5.005 0.715 0.041 0.000 0.003
H 3.128 2.523 -0.310 -0.058 0.106 -0.064
H 2.872 4.070 -1.087 -0.021 0.004 -0.011
H 4.043 3.942 0.229 0.010 0.014 -0.010
H 2.563 2.829 2.667 0.068 -0.104 -0.004
H 3.272 4.432 2.527 0.010 0.015 -0.002
H 1.578 4.252 2.987 -0.009 -0.011 0.012
H -3.229 2.179 -0.971 0.021 -0.061 -0.028
H -3.207 3.230 1.885 -0.001 -0.001 0.015
H -4.569 2.458 1.070 -0.017 0.004 0.001
H -3.105 1.526 1.448 0.002 -0.031 -0.007
H -3.104 5.029 0.094 -0.001 0.017 -0.003
H -2.946 4.592 -1.609 0.008 0.011 -0.001
H -4.459 4.291 -0.749 -0.009 0.006 0.007
H -2.368 -1.416 3.623 -0.012 -0.009 0.020
H -0.428 -0.619 4.899 0.007 0.014 -0.001
H 0.905 1.836 3.676 0.016 0.021 -0.014
H -0.695 1.773 4.412 -0.018 0.000 -0.004
H 0.742 1.476 5.393 0.004 0.001 0.012
H 2.248 -0.527 3.453 0.101 0.058 -0.079
H 2.002 -0.734 5.185 0.003 0.005 0.006
H 1.441 -1.971 4.056 -0.008 -0.003 -0.003
H -3.857 -0.656 0.412 0.000 0.026 0.000
H -2.988 -3.568 0.088 0.008 -0.015 0.009
H -4.308 -2.753 -0.750 -0.014 -0.022 0.002
H -2.638 -2.308 -1.096 -0.004 -0.009 0.006
H -3.988 -2.961 2.396 -0.003 -0.017 0.003
H -4.582 -1.315 2.655 0.008 0.015 0.017
H -5.343 -2.349 1.448 -0.006 -0.001 -0.002
C -2.828 1.974 -3.489 -0.050 -0.026 0.022
C -2.227 0.586 -3.343 -0.026 -0.039 0.123
C -2.925 -0.415 -4.235 0.026 -0.055 -0.031
O -2.291 0.109 -1.941 0.006 0.244 -0.112
C -0.721 0.725 -3.626 -0.057 0.039 0.361
O -0.351 0.850 -4.767 0.023 0.121 -0.325
O 0.044 0.740 -2.570 -0.030 -0.089 -0.090
H -3.883 1.980 -3.209 -0.016 0.008 0.028
H -2.756 2.250 -4.540 0.003 0.008 -0.003
H -2.285 2.712 -2.904 0.014 0.017 0.026
H -4.007 -0.358 -4.097 -0.015 0.010 -0.003
H -2.593 -1.428 -4.019 -0.036 0.041 -0.018
H -2.695 -0.177 -5.271 -0.021 -0.004 -0.030
H -3.191 0.053 -1.603 0.002 -0.030 0.015
N -0.481 -3.162 -4.351 -0.093 -0.003 -0.048
C -0.022 -2.177 -3.580 0.190 -0.081 -0.214
O -0.684 -1.799 -2.601 -0.167 0.063 0.555
C 1.270 -1.515 -3.986 0.081 -0.022 -0.031
I 2.785 -2.840 -4.680 0.009 -0.015 0.015
H -1.358 -3.603 -4.124 0.036 0.008 0.021
H 0.055 -3.504 -5.132 0.008 0.008 0.026
H 1.673 -0.941 -3.161 -0.008 -0.067 -0.040
H 1.057 -0.837 -4.811 0.030 0.019 0.046

2.
102
Properties=species:S:1:pos:R:3:forces:R:3 method="wB97M-V/def2-TZVPD" homo_lumo_gap_ha=0.117 charge=-2 fmax_ev_per_a=5.87 e_lumo_ev=4.11
Pd 6.609 -15.060 14.349 -1.356 0.147 0.674
C 7.267 -11.489 18.967 0.458 2.103 -2.345
C 6.513 -12.797 19.195 -0.760 0.513 1.993
C 7.485 -13.624 20.097 1.316 0.743 -1.178
C 5.228 -12.386 20.029 -1.410 -0.671 -1.010
P 6.219 -13.654 17.490 1.157 -0.930 1.324
C 4.788 -12.668 17.007 -1.892 2.708 -0.343
N 4.729 -12.514 15.539 1.119 -1.899 3.197
B 5.572 -13.213 14.623 0.792 -1.365 -2.131
N 5.056 -12.688 13.327 0.434 0.198 -1.643
C 5.292 -13.322 11.987 -1.190 1.580 0.383
P 6.049 -14.986 12.118 0.200 -0.760 0.982
C 7.783 -14.690 11.272 -2.123 -1.646 -1.314
C 8.581 -16.023 11.513 0.007 -0.230 1.277
C 8.435 -13.469 11.837 2.316 -3.490 3.505
C 7.515 -14.414 9.801 3.297 0.001 -4.373
C 4.911 -15.872 10.779 -1.108 1.855 -0.282
C 4.562 -15.201 9.426 0.153 1.431 -1.408
C 3.602 -16.154 11.543 -1.076 4.665 2.841
C 5.485 -17.195 10.577 -1.031 -5.648 -0.965
C 4.137 -11.660 13.494 -0.234 -0.861 3.293
C 3.396 -10.806 12.715 1.368 -0.727 -3.333
C 2.545 -9.825 13.255 -0.434 -1.119 -0.783
C 2.234 -9.995 14.575 -1.760 2.595 1.674
C 2.823 -10.890 15.465 1.815 -0.342 1.757
C 3.927 -11.652 14.999 -3.417 2.696 -3.520
C 5.374 -15.373 17.971 0.588 -1.038 -1.778
C 4.495 -15.755 16.811 -3.029 0.512 -3.965
C 4.465 -15.544 19.174 -0.907 -0.547 0.428
C 6.551 -16.390 18.053 -1.504 -0.610 -0.031
H 7.330 -10.994 20.023 0.088 -0.280 -2.179
H 6.650 -10.860 18.116 1.302 -0.939 2.554
H 8.331 -11.534 18.411 -2.174 -0.364 1.610
H 7.648 -13.250 21.165 0.128 0.486 -1.631
H 8.397 -13.570 19.353 -0.968 -0.704 2.276
H 7.228 -14.641 20.334 -0.330 -0.588 -0.546
H 5.433 -11.836 21.005 0.005 -0.748 -1.123
H 4.704 -13.396 20.221 0.466 1.943 0.133
H 4.494 -11.712 19.390 1.484 -1.354 1.357
H 4.864 -11.510 17.265 -0.023 -2.394 0.597
H 3.826 -13.105 17.479 1.200 0.897 -0.940
H 6.095 -12.802 11.355 -2.022 0.205 0.506
H 4.204 -13.361 11.575 2.235 0.103 -0.192
H 8.641 -16.076 12.668 0.234 0.012 -1.906
H 9.716 -15.678 11.129 -2.720 -1.821 0.315
H 7.934 -17.204 11.342 2.425 3.919 -0.201
H 8.705 -13.983 13.094 -1.822 2.833 -3.047
H 7.673 -12.583 11.489 3.268 -1.179 1.466
H 9.992 -13.894 11.693 -3.944 1.980 -0.951
H 7.294 -15.322 9.028 0.201 1.978 2.387
H 8.753 -14.204 9.444 -3.285 -0.012 0.367
H 6.855 -13.472 9.446 1.567 -2.131 1.144
H 4.496 -13.916 9.445 0.130 -3.851 -0.018
H 3.481 -15.618 9.139 2.367 0.958 -0.029
H 5.467 -15.528 8.663 -2.911 1.011 1.493
H 2.999 -14.797 11.941 1.216 -3.686 -1.618
H 3.824 -16.291 12.671 -0.501 -0.952 -1.920
H 2.836 -16.752 10.965 0.863 0.616 1.011
H 6.187 -17.338 9.543 -1.132 0.378 3.487
H 4.584 -18.004 10.278 1.672 1.936 0.137
H 5.609 -17.704 11.712 1.349 1.336 -3.167
H 3.541 -10.965 11.559 -0.330 0.724 2.175
H 2.015 -9.140 12.574 0.286 -0.296 0.627
H 1.517 -9.253 15.065 0.806 -1.006 -0.810
H 2.604 -10.787 16.597 0.231 -0.426 -2.048
H 3.608 -15.020 16.520 1.220 -1.874 1.711
H 4.263 -16.891 16.974 -0.169 2.106 -0.783
H 4.530 -15.383 15.062 2.050 -0.841 2.567
H 3.590 -14.799 19.104 0.893 -1.690 0.127
H 4.974 -15.385 20.159 -0.418 -0.653 -0.652
H 3.943 -17.267 19.138 1.055 3.890 0.112
H 7.282 -16.598 17.147 -1.360 1.071 2.019
H 5.581 -17.797 17.681 2.475 3.102 1.871
H 6.904 -15.985 19.128 0.282 -2.594 -2.216
C 5.080 -20.150 17.291 2.079 0.926 0.683
C 5.242 -19.475 15.990 1.426 0.064 -2.489
C 4.394 -19.500 14.893 -4.252 -2.063 0.788
C 4.849 -19.002 13.679 -0.931 2.575 -0.261
N 6.067 -18.369 13.542 -1.982 -1.468 0.454
C 6.836 -18.294 14.694 -2.072 0.363 -2.205
S 8.072 -17.090 14.655 0.716 -0.580 0.931
N 6.439 -18.946 15.767 1.088 0.106 2.129
H 5.212 -21.230 17.007 -0.858 0.733 1.239
H 4.241 -19.670 17.805 -0.503 -1.256 0.042
H 5.988 -19.733 17.887 -1.371 -1.298 -0.869
H 3.132 -20.046 15.033 4.112 1.957 -0.586
H 3.927 -18.729 12.956 2.772 -1.057 0.727
S 9.811 -13.699 16.055 0.986 -0.171 -0.567
C 10.901 -14.172 14.805 -3.656 -0.534 3.580
N 11.455 -13.235 14.054 0.607 5.002 -1.788
C 12.123 -13.600 12.842 0.479 1.401 -4.434
C 12.803 -14.919 12.933 3.626 1.116 3.806
C 11.839 -15.902 13.369 -2.747 -4.676 -1.419
N 11.038 -15.501 14.566 0.720 -2.119 -0.953
H 11.153 -12.003 14.151 0.798 -5.814 0.076
H 12.945 -12.825 12.521 -1.785 -1.031 0.693
H 11.376 -13.761 11.868 1.501 1.004 2.239
H 13.476 -14.667 13.959 -0.686 -1.120 -2.602
H 13.436 -15.293 12.074 -0.808 0.867 0.943
H 12.282 -16.961 13.619 -0.605 2.048 -0.549
H 11.176 -16.116 12.287 1.153 0.400 3.354
H 10.565 -16.365 15.170 1.017 3.654 -1.959